Record 1
C2H4ClN2P | ωB97M-V/def2-TZVPD

Frontier orbital gap in eV: 8.9
SMILES: ClP1CCN=N1
Max |F| in eV/Å: 4.1
Energy relative to the best compared isomer or geometry (same formula, charge and spin) in kJ/mol: 143.75
Total energy in hartree: -989.62279

The geometry in XYZ format:
```
10
Properties=species:S:1:pos:R:3:forces:R:3:nbo_charge:R:1
Cl 2.65563 -1.06807 -0.46980 -0.19 0.38 0.30 -0.3012
P 1.50226 -0.06272 0.95061 -1.60 -1.33 0.05 0.9000
C -0.26241 -0.71056 0.35888 1.16 -1.99 0.87 -0.7412
C -0.93905 0.47063 -0.15188 -2.56 0.92 -3.01 -0.3331
N 0.09533 1.50848 -0.52494 -1.32 0.45 0.72 -0.0456
N 1.17297 1.38975 0.03722 0.84 0.35 -0.91 -0.4214
H -0.88200 -1.37297 1.02637 0.93 0.90 -0.33 0.2531
H -0.02601 -1.28921 -0.53273 0.21 -0.45 0.25 0.2420
H -1.55885 0.23693 -1.15722 1.58 0.55 2.00 0.2166
H -1.75787 0.89773 0.46348 0.94 0.22 0.05 0.2307
```
Forces are in eV/Å.

---

Record 2
C2H4ClN3O | ωB97M-V/def2-TZVPD

Frontier orbital gap (alpha / beta) in eV: 8.2 / 8.2
Max |F| in eV/Å: 4.9
Energy relative to the best compared isomer or geometry (same formula, charge and spin) in kJ/mol: 243.94
Total energy in hartree: -778.17504

The geometry in XYZ format:
```
11
Properties=species:S:1:pos:R:3:forces:R:3:nbo_charge:R:1
C -0.61329 -0.66512 -1.02630 2.37 -0.04 -1.11 -0.3140
C 0.03959 0.58326 2.37210 1.84 -1.70 -2.20 0.4722
N 0.13616 -0.36629 1.50837 -1.35 0.41 -0.09 -0.3743
N 1.13917 -0.45549 0.54469 1.20 1.07 0.48 -0.2236
N 0.67869 -0.60926 -0.68351 -3.61 0.24 3.27 -0.2060
O 0.91393 1.63216 2.45952 -1.14 -1.08 -1.03 -0.6533
Cl -1.14886 0.43890 3.64372 0.38 0.20 -0.38 -0.0005
H -0.75317 -0.63715 -2.05849 -0.25 -0.18 -1.54 0.1766
H -1.45899 -0.83378 -0.43007 -0.28 0.22 1.37 0.2211
H 1.40210 -0.60226 -1.36819 0.43 -0.04 -0.44 0.4172
H 0.97759 1.76927 3.38290 0.40 0.90 1.68 0.4846
```
Forces are in eV/Å.

---

Record 3
C2H4ClNO2 | ωB97M-V/def2-TZVPD

Frontier orbital gap (alpha / beta) in eV: 9.8 / 7.4
Max |F| in eV/Å: 2.0
Energy relative to the best compared isomer or geometry (same formula, charge and spin) in kJ/mol: 504.53
Total energy in hartree: -743.84279

The geometry in XYZ format:
```
10
Properties=species:S:1:pos:R:3:forces:R:3:nbo_charge:R:1
C 0.20284 -0.27775 0.69463 0.84 1.04 -0.40 -0.7111
C -0.58319 -0.77322 -0.49975 1.47 0.36 -0.28 -0.1624
N -2.72317 0.85097 0.05230 0.59 -1.26 -0.26 0.5306
O -2.56280 2.01491 -0.02092 -0.14 0.75 0.10 -0.2817
O -3.44935 0.13711 0.66235 -0.19 0.30 0.08 -0.2836
Cl -1.33907 -2.29502 -0.16439 0.07 0.47 -0.53 0.0101
H 1.04762 -0.92217 0.89238 0.44 -0.66 -0.28 0.2290
H -0.34487 -0.37471 1.61357 -0.63 0.34 0.34 0.2285
H 0.72095 0.73405 0.63258 -1.23 -0.99 -0.30 0.2332
H -0.09451 -0.63766 -1.52953 -1.21 -0.35 1.53 0.2073
```
Forces are in eV/Å.

---

Record 4
C2H4ClNO2 | ωB97M-V/def2-TZVPD

Frontier orbital gap (alpha / beta) in eV: 7.4 / 7.6
Max |F| in eV/Å: 3.1
Energy relative to the best compared isomer or geometry (same formula, charge and spin) in kJ/mol: 744.01
Total energy in hartree: -743.75158

The geometry in XYZ format:
```
10
Properties=species:S:1:pos:R:3:forces:R:3:nbo_charge:R:1
C -0.73421 1.09387 -0.05472 -0.65 -0.16 0.21 -0.2737
C 0.03113 -1.71880 -0.55709 2.82 1.28 -0.43 -0.4934
N 0.40981 1.17763 0.52944 1.51 -1.01 1.15 0.3634
O 1.29214 1.95650 0.22294 1.06 1.27 -0.03 -0.4818
O 0.69616 0.25662 1.48811 -0.73 1.01 -0.22 -0.4911
Cl 1.27558 -1.37056 0.49131 -1.59 -1.23 -2.05 0.4988
H -1.26814 0.22171 0.12273 -1.34 -0.73 0.69 0.1959
H -1.07560 1.97922 -0.50832 -0.27 0.50 -1.09 0.2137
H 0.14474 -1.33614 -1.63385 -0.40 -0.79 2.03 0.2489
H -0.77161 -2.26006 -0.10056 -0.41 -0.13 -0.26 0.2193
```
Forces are in eV/Å.

---

Record 5
C2H4ClNO2 | ωB97M-V/def2-TZVPD

Frontier orbital gap (alpha / beta) in eV: 7.3 / 7.8
Max |F| in eV/Å: 7.2
Energy relative to the best compared isomer or geometry (same formula, charge and spin) in kJ/mol: 75.22
Spin multiplicity: 3
Total energy in hartree: -743.81826

The geometry in XYZ format:
```
10
Properties=species:S:1:pos:R:3:forces:R:3:nbo_charge:R:1
C -1.00058 -0.97887 0.53577 0.34 -0.20 -2.05 0.3861
C 1.94345 1.04533 -0.03676 5.19 -4.28 -2.49 -0.2775
N -1.78575 -0.11189 0.90374 -2.41 3.33 1.34 -0.4358
O -0.78753 -1.39604 -0.66931 0.64 -1.32 -2.76 -0.6666
O 1.24793 1.73593 0.66263 -2.89 3.03 3.39 -0.1994
Cl -2.54673 0.80002 -0.42460 0.20 -0.86 0.63 0.0209
H -0.29814 -1.35875 1.18963 0.97 -1.09 1.82 0.1857
H 2.93930 0.47978 0.26759 -1.97 1.29 -0.13 0.2446
H 1.68815 0.85553 -1.06057 -0.34 -0.05 -0.76 0.2351
H -1.40009 -1.07103 -1.36812 0.27 0.15 1.01 0.5069
```
Forces are in eV/Å.

---

Record 6
C2H4ClNS | ωB97M-V/def2-TZVPD

Frontier orbital gap in eV: 10.2
SMILES: S/N=C\CCl
Max |F| in eV/Å: 1.4
Energy relative to the best compared isomer or geometry (same formula, charge and spin) in kJ/mol: 104.33
Total energy in hartree: -991.70041

The geometry in XYZ format:
```
9
Properties=species:S:1:pos:R:3:forces:R:3:nbo_charge:R:1
S 2.09883 -0.53813 -0.08318 -0.61 1.26 0.18 0.1151
N 1.06513 0.90021 -0.02349 0.01 -1.06 -0.53 -0.4941
C -0.19773 0.74462 -0.05133 -0.11 0.86 1.08 0.0714
C -0.98668 -0.53194 0.06877 -0.19 -0.94 -0.82 -0.4570
Cl -2.74837 -0.19025 -0.10346 0.25 -0.05 -0.29 -0.0622
H 3.20851 0.22889 -0.11373 -0.20 -0.31 0.00 0.1349
H -0.81136 1.68570 -0.01316 0.65 -0.85 -0.16 0.2021
H -0.66241 -1.26611 -0.72902 -0.48 0.72 0.86 0.2411
H -0.96593 -1.03299 1.04861 0.68 0.36 -0.33 0.2487
```
Forces are in eV/Å.